C43H61BrN10O3PS2Ta | ωB97M-V with the def2-TZVPD basis set

XYZ file:
```
122
Properties=species:S:1:pos:R:3:forces:R:3:lowdin_charge:R:1
Ta -0.1529 -1.4182 -0.7751 -0.05 -0.52 -0.31 1.547
C 1.2780 -5.7890 -3.7664 0.00 0.02 0.00 -0.428
S 2.1635 -5.7098 -2.2028 -0.03 -0.03 0.00 0.849
C 1.2396 -4.5089 -1.3247 -0.15 -0.08 -0.01 -1.094
S -0.3897 -4.0718 -1.7375 0.17 0.12 -0.03 0.600
N 1.8495 -4.0505 -0.2721 0.05 0.18 0.18 -0.104
N 0.9645 -3.2035 0.3870 0.02 0.12 0.35 -0.161
C 0.5418 -3.5858 1.5233 -0.02 -0.11 -0.19 -0.076
C -0.7259 -3.0063 1.9689 0.05 0.05 0.03 -0.271
C -1.3490 -3.3890 3.1431 -0.03 0.03 0.02 -0.012
C -2.6366 -2.9361 3.3944 0.00 0.05 -0.05 -0.038
C -3.2550 -2.1242 2.4588 0.06 -0.04 0.04 -0.035
C -2.5593 -1.7799 1.3102 -0.06 0.03 -0.03 -0.124
N -1.3271 -2.2117 1.0668 0.04 0.01 -0.09 0.006
H 1.8182 -6.5212 -4.3652 0.00 0.00 -0.01 0.031
H 1.2963 -4.8217 -4.2633 0.01 0.00 -0.01 0.026
H 0.2507 -6.1129 -3.6226 0.01 -0.01 0.00 0.015
H 0.9411 -4.4723 2.0106 0.01 0.01 -0.03 0.140
H -0.8320 -4.0428 3.8325 -0.01 0.00 0.01 0.122
H -3.1512 -3.2248 4.3016 0.00 0.00 -0.01 0.115
H -4.2654 -1.7661 2.5951 -0.01 0.00 0.02 0.112
H -2.9980 -1.1696 0.5336 0.02 -0.01 0.05 0.082
O 1.4034 1.5151 -2.8696 -0.08 0.27 0.02 -0.042
H 1.3727 1.9546 -3.7260 0.09 -0.10 -0.07 0.057
H 2.3368 1.4378 -2.6476 0.02 -0.08 -0.04 0.049
C 6.0888 -3.1348 1.2204 -0.01 0.01 -0.02 -0.027
C 5.2347 -1.9804 0.8151 0.03 -0.01 0.03 -0.313
C 5.4129 -0.6179 0.9423 0.01 -0.01 -0.04 -0.003
C 4.2613 -0.0441 0.3605 -0.01 0.01 0.04 -0.373
N 3.4338 -0.9816 -0.0729 0.06 0.01 0.04 0.091
N 4.0440 -2.1435 0.2117 -0.04 -0.04 -0.13 0.037
C 3.9196 1.3966 0.1630 -0.01 0.00 -0.03 -0.046
H 7.0665 -2.7796 1.5401 0.00 -0.01 0.00 0.075
H 6.2314 -3.8271 0.3895 0.01 0.00 0.01 0.081
H 5.6429 -3.6918 2.0462 0.00 0.00 0.00 0.077
H 6.2591 -0.1142 1.3806 0.00 0.00 -0.01 0.100
H 3.6002 -3.0024 -0.1056 -0.01 0.03 0.06 0.109
H 4.3921 2.0262 0.9182 -0.02 0.01 0.01 0.078
H 2.8383 1.5200 0.2134 -0.01 0.00 -0.02 0.035
H 4.2560 1.7513 -0.8157 0.03 0.00 0.02 0.076
Br -0.6875 -1.6167 -4.7596 0.00 0.00 -0.03 0.865
C 0.9510 -0.7535 -5.1282 -0.03 -0.04 -0.01 -0.601
C 1.0104 0.0732 -6.2420 0.05 0.02 0.02 -0.132
C 2.2053 0.6911 -6.5795 -0.01 -0.02 0.01 -0.088
C 3.3473 0.4489 -5.8265 0.00 0.02 -0.02 -0.081
C 3.2779 -0.3919 -4.7289 -0.02 0.02 0.02 -0.032
C 2.0726 -0.9751 -4.3422 0.04 0.07 -0.05 -0.184
C 2.1245 -1.8033 -3.0863 0.20 -0.10 0.23 -0.581
O 2.9972 -2.6324 -2.9651 -0.06 -0.07 -0.03 0.078
O 1.2770 -1.5025 -2.1399 -0.36 0.38 -0.07 -0.284
H 0.1221 0.2190 -6.8410 0.00 0.00 -0.01 0.097
H 2.2465 1.3405 -7.4445 0.00 0.00 0.00 0.103
H 4.2894 0.9059 -6.1003 0.00 0.00 0.00 0.103
H 4.1582 -0.6080 -4.1364 0.00 0.00 -0.01 0.125
C -1.9006 1.5245 -2.9466 -0.04 -0.03 -0.01 -0.056
C -3.0608 0.5737 -2.8031 0.03 0.09 -0.01 -0.241
C -4.3049 0.9323 -3.3018 -0.03 0.02 0.01 -0.066
C -5.3973 0.0834 -3.2020 0.03 -0.02 0.02 -0.098
C -5.2325 -1.1545 -2.6027 0.02 0.02 -0.01 -0.067
C -4.0025 -1.5577 -2.0948 0.01 -0.03 0.01 -0.219
C -3.8796 -2.9330 -1.4888 -0.04 0.05 0.00 -0.059
C -2.9006 -0.6810 -2.1784 0.09 -0.05 0.01 -0.330
N -1.6749 -1.0157 -1.6401 -0.12 -0.06 0.23 -0.233
H -2.1726 2.5225 -2.5935 0.00 0.01 -0.01 0.074
H -1.6136 1.6152 -3.9983 0.02 -0.01 0.00 0.082
H -1.0261 1.1827 -2.3977 -0.03 0.02 -0.01 0.031
H -4.4138 1.9005 -3.7795 -0.01 -0.01 0.00 0.110
H -6.3601 0.3774 -3.5994 0.00 0.01 0.01 0.095
H -6.0715 -1.8388 -2.5334 0.00 0.01 -0.01 0.109
H -4.4850 -3.0233 -0.5817 0.00 0.00 -0.01 0.077
H -2.8513 -3.1706 -1.2345 0.04 -0.02 0.00 -0.011
H -4.2381 -3.6909 -2.1877 0.01 0.00 0.00 0.086
N 0.1520 0.1379 0.3378 0.03 0.05 -0.05 -0.305
P -0.1766 1.2021 1.4280 0.05 -0.32 0.01 0.607
N -1.8252 1.2465 1.7929 -0.02 0.02 0.01 -0.182
C -2.6331 1.5527 0.5971 -0.04 -0.03 0.02 -0.208
C -4.1218 1.3344 0.8335 0.00 0.00 0.02 -0.170
C -4.6005 2.1106 2.0555 -0.02 -0.02 0.00 -0.193
C -3.7271 1.7730 3.2587 0.00 0.02 -0.02 -0.177
C -2.2624 2.0430 2.9463 -0.01 -0.04 0.03 -0.210
N 0.3440 2.7177 1.0298 0.10 0.11 -0.13 -0.189
C 0.4931 3.8110 1.9856 -0.05 0.01 -0.03 -0.208
C -0.3170 5.0358 1.5709 0.03 0.01 0.02 -0.184
C 0.0298 5.4599 0.1469 -0.03 0.01 -0.01 -0.199
C -0.1492 4.2855 -0.8102 0.03 0.01 -0.01 -0.181
C 0.6659 3.0861 -0.3468 -0.02 0.04 0.05 -0.218
N 0.5101 0.9472 2.9273 0.03 0.06 0.10 -0.201
C 0.0739 -0.2352 3.6683 -0.04 -0.02 0.00 -0.223
C 0.4013 -0.0841 5.1465 0.02 -0.01 0.00 -0.177
C 1.8992 0.1381 5.3331 0.01 0.01 0.03 -0.201
C 2.3780 1.3024 4.4710 -0.02 -0.01 -0.01 -0.174
C 1.9685 1.1040 3.0183 0.02 0.01 0.01 -0.207
H -2.2770 0.9366 -0.2274 0.01 0.00 -0.01 0.070
H -2.4829 2.6063 0.3130 0.00 0.00 -0.01 0.112
H -4.3342 0.2713 0.9789 0.02 0.03 0.01 0.093
H -4.6601 1.6331 -0.0684 0.00 0.01 -0.01 0.118
H -5.6498 1.8923 2.2641 0.00 0.01 -0.01 0.110
H -4.5319 3.1859 1.8554 0.00 0.00 0.00 0.115
H -3.8449 0.7172 3.5210 0.00 -0.03 0.01 0.103
H -4.0199 2.3613 4.1316 0.00 0.00 0.00 0.113
H -1.6369 1.8034 3.8047 0.00 0.01 -0.01 0.099
H -2.1450 3.1178 2.7440 0.01 0.00 -0.02 0.105
H 1.5548 4.0957 2.0327 0.01 -0.01 0.00 0.124
H 0.2074 3.4665 2.9780 0.01 0.00 0.01 0.103
H -0.1231 5.8476 2.2767 -0.01 0.00 0.00 0.113
H -1.3846 4.8028 1.6281 0.00 -0.01 0.00 0.098
H 1.0721 5.7968 0.1142 0.00 0.00 0.00 0.114
H -0.5879 6.3072 -0.1578 0.01 0.00 0.00 0.109
H 0.1649 4.5561 -1.8211 0.00 0.00 0.00 0.116
H -1.2067 4.0102 -0.8651 0.00 -0.01 0.00 0.092
H 1.7316 3.3482 -0.4042 0.02 -0.01 0.00 0.115
H 0.5108 2.2281 -0.9906 0.01 -0.02 0.01 0.058
H 0.5966 -1.1192 3.2770 0.00 -0.04 -0.02 0.111
H -0.9949 -0.3841 3.5123 -0.02 -0.02 -0.01 0.097
H 0.0753 -0.9782 5.6849 -0.01 0.01 -0.01 0.110
H -0.1576 0.7651 5.5525 0.00 0.00 0.00 0.112
H 2.4337 -0.7699 5.0321 0.00 0.00 0.00 0.115
H 2.1353 0.3130 6.3847 0.01 0.00 -0.01 0.108
H 3.4642 1.4000 4.5300 0.00 0.00 -0.01 0.114
H 1.9427 2.2380 4.8369 0.00 0.00 0.00 0.113
H 2.4688 0.2178 2.6016 -0.01 -0.02 -0.01 0.121
H 2.2750 1.9546 2.4142 -0.01 0.01 0.02 0.086
```
Positions in Å, forces in eV/Å.

Computed properties:
Relative energy (zero: lowest compared OMol25 entry of this formula, charge and spin), kcal per mole: 14.5
HOMO-LUMO gap, eV: 6.422



C31H57FN3O22 | ωB97M-V with the def2-TZVPD basis set

XYZ file:
```
114
Properties=species:S:1:pos:R:3:forces:R:3:lowdin_charge:R:1
C -0.0334 1.5707 9.6798 0.39 9.22 -4.67 0.054
C 0.1501 2.8817 9.1509 -1.69 -8.53 3.03 -0.100
C 0.2366 4.3960 8.4477 0.33 -1.89 0.91 -0.212
C -1.2882 4.7474 7.9594 -0.55 -0.29 0.54 -0.198
C -1.4502 6.1507 7.1311 -0.38 0.40 1.89 -0.148
N -1.7204 5.9887 5.6408 1.65 -1.21 -2.23 0.087
C -0.8869 5.3741 4.7360 0.55 -1.11 -1.03 -0.119
N -1.1825 5.2592 3.2389 1.17 3.63 3.21 0.056
C 0.0971 5.0123 2.4676 0.93 -0.46 0.50 -0.114
C 1.1590 4.6923 3.6882 0.89 -0.02 -1.31 -0.249
C 2.3878 5.7654 3.8564 1.35 -0.34 0.75 -0.041
C 1.9040 7.3134 4.1712 -3.89 4.22 -2.89 -0.135
O 0.9955 8.0030 3.4750 6.25 -5.13 4.96 0.006
F 2.5574 8.0487 5.3169 -1.86 -2.74 -3.50 -0.032
N 0.4521 4.7336 5.0295 -2.99 0.54 -2.02 0.081
H -0.4636 0.4769 9.8178 1.34 2.94 -0.19 0.060
H 0.6866 5.1503 9.2378 -1.22 -1.52 -1.61 0.129
H 1.0252 4.2940 7.5899 -1.68 0.28 1.53 0.089
H -1.7805 3.8462 7.3549 1.26 1.94 1.25 0.136
H -1.9445 4.8528 8.9448 1.47 -0.23 -2.14 0.137
H -2.4189 6.6926 7.5711 2.24 -1.13 -1.24 0.154
H -0.5194 6.8500 7.3587 -1.93 -1.44 -0.92 0.150
H -2.6162 6.4019 5.2401 1.68 -0.81 0.72 0.190
H -1.3588 6.2749 3.0086 -0.78 -1.31 0.02 0.135
H 0.4489 5.9398 1.8325 -0.92 -1.79 1.45 0.147
H -0.0855 4.1047 1.7511 0.54 1.69 1.54 0.139
H 1.5088 3.5930 3.4139 -0.03 2.43 1.16 0.168
H 3.0544 5.4460 4.7925 -1.60 0.66 -2.03 0.146
H 3.1247 5.6935 2.9249 -1.76 0.70 1.87 0.159
H 0.4206 3.7419 5.3427 -0.61 1.09 0.38 0.147
C -2.7345 13.7729 3.3538 -0.15 0.45 -0.48 -0.046
O -2.4113 12.9094 4.4420 0.51 -1.31 -0.04 -0.006
C -1.9261 11.6984 4.0687 -0.07 0.33 -0.65 -0.555
O -1.7556 11.3168 2.9214 -0.24 0.39 1.73 0.111
O -1.6632 10.9856 5.1930 -0.28 0.33 -0.53 -0.002
C -1.1427 9.6799 4.9518 0.33 -0.04 -0.10 -0.069
H -3.1127 14.7116 3.7680 0.13 -0.34 0.19 0.098
H -1.8426 13.9940 2.7585 -0.21 -0.18 0.03 0.101
H -3.5182 13.3313 2.7301 0.27 0.01 0.03 0.100
H -0.1872 9.7373 4.4203 -0.39 -0.05 0.01 0.077
H -1.8629 9.0746 4.3919 0.11 0.13 -0.16 0.085
H -0.9697 9.2009 5.9193 -0.10 0.35 0.03 0.083
C 0.7251 0.0061 1.9227 -0.35 0.28 -0.29 -0.037
O 1.6279 -0.9516 2.4723 0.70 0.81 0.83 -0.038
C 2.5271 -0.4337 3.3467 0.12 0.02 0.09 -0.543
O 2.6115 0.7384 3.6786 -0.20 -1.32 -0.40 0.092
O 3.3159 -1.4456 3.7880 -0.90 1.20 -0.44 -0.046
C 4.3166 -1.0452 4.7220 0.53 0.15 0.47 -0.029
H 0.0523 -0.5177 1.2381 0.31 -0.13 0.21 0.101
H 0.1226 0.4664 2.7125 0.19 0.00 -0.08 0.093
H 1.2690 0.7680 1.3552 -0.06 -0.08 0.19 0.099
H 3.8578 -0.6270 5.6238 0.08 0.05 -0.24 0.101
H 5.0041 -0.3253 4.2663 -0.23 -0.04 0.12 0.103
H 4.8877 -1.9330 5.0070 -0.30 0.03 -0.25 0.102
C 2.7353 -3.6014 2.2923 -0.03 0.15 0.28 -0.054
O 2.5345 -4.8936 1.7231 -0.42 -0.35 -1.25 0.007
C 2.0760 -4.8761 0.4461 0.16 0.19 0.04 -0.527
O 1.8358 -3.8786 -0.2160 0.47 -1.40 1.07 0.096
O 1.9312 -6.1605 0.0332 0.54 1.88 0.07 -0.070
C 1.4519 -6.2969 -1.3031 -0.21 -0.15 -0.73 -0.022
H 3.1023 -3.7353 3.3137 -0.12 -0.35 -0.38 0.096
H 3.4882 -3.0431 1.7265 -0.27 -0.07 0.01 0.108
H 1.7920 -3.0476 2.3353 0.41 -0.33 -0.18 0.087
H 2.1534 -5.8464 -2.0127 -0.23 0.06 0.17 0.109
H 0.4572 -5.8509 -1.4039 0.26 0.03 -0.04 0.095
H 1.3743 -7.3644 -1.5271 0.09 0.13 0.35 0.103
C -0.0874 -2.8831 -2.0772 -0.14 0.32 0.48 -0.067
O -0.1155 -3.5834 -3.3193 0.04 0.45 -0.99 -0.010
C 0.0045 -2.7875 -4.4118 0.05 0.41 -0.07 -0.555
O 0.1290 -1.5728 -4.4040 -0.17 -1.73 0.02 0.109
O -0.0378 -3.5771 -5.5145 0.01 0.45 1.13 -0.024
C 0.0781 -2.8699 -6.7476 0.05 0.25 -0.62 -0.059
H -0.1909 -3.6169 -1.2731 0.06 0.09 -0.49 0.071
H 0.8678 -2.3638 -1.9483 -0.29 -0.08 -0.06 0.095
H -0.9237 -2.1799 -2.0113 0.17 0.02 -0.17 0.098
H 1.0399 -2.3500 -6.8055 -0.26 0.02 0.08 0.098
H -0.7518 -2.1661 -6.8684 0.25 0.00 0.09 0.101
H 0.0318 -3.5990 -7.5611 -0.01 -0.02 0.34 0.096
C 1.0396 -4.0722 -12.4792 -0.21 -0.52 -0.07 -0.051
O 1.6143 -2.7699 -12.3900 -0.22 0.77 0.88 -0.007
C 1.2228 -2.0602 -11.3016 -0.19 -0.15 0.17 -0.557
O 0.4504 -2.4419 -10.4363 1.07 0.52 -1.12 0.099
O 1.8396 -0.8523 -11.3427 -0.41 -1.01 -0.11 -0.007
C 1.5192 0.0077 -10.2509 -0.11 0.34 0.37 -0.050
H 1.4217 -4.5488 -13.3861 0.08 0.36 0.14 0.096
H 1.3328 -4.6833 -11.6194 -0.19 0.17 -0.08 0.098
H -0.0505 -4.0086 -12.5568 0.19 -0.02 0.18 0.099
H 1.8317 -0.4402 -9.3021 -0.20 0.01 -0.16 0.093
H 0.4482 0.2344 -10.2395 0.17 -0.18 0.10 0.099
H 2.0674 0.9441 -10.3861 0.00 -0.32 -0.23 0.095
C 0.5945 -7.9472 1.5845 0.17 0.17 -0.24 -0.047
O 0.7548 -9.2330 2.1807 -0.07 -1.17 -0.47 -0.003
C 0.8346 -10.2547 1.2913 -0.01 0.15 -0.25 -0.556
O 0.7814 -10.1532 0.0756 0.08 -0.13 1.63 0.104
O 0.9840 -11.4090 1.9887 -0.12 1.01 -0.39 -0.010
C 1.0824 -12.5771 1.1763 0.04 -0.46 -0.28 -0.052
H 0.5422 -7.2066 2.3873 0.09 -0.34 0.04 0.100
H 1.4533 -7.7064 0.9495 -0.61 -0.53 0.51 0.076
H -0.3372 -7.9006 1.0118 0.16 -0.07 -0.05 0.106
H 1.9607 -12.5215 0.5249 -0.26 0.06 0.00 0.099
H 0.1700 -12.7156 0.5872 0.24 0.12 -0.01 0.099
H 1.1989 -13.4400 1.8376 -0.04 0.38 0.10 0.095
C -6.7499 -3.5945 -9.0545 -0.35 0.33 -0.22 -0.053
O -5.8472 -4.5522 -8.5048 0.79 0.23 0.72 -0.010
C -4.9480 -4.0343 -7.6304 0.04 0.38 0.11 -0.558
O -4.8636 -2.8622 -7.2986 -0.12 -1.65 -0.46 0.106
O -4.1592 -5.0463 -7.1892 -0.76 0.69 -0.47 -0.005
C -3.1585 -4.6458 -6.2551 0.41 0.11 0.33 -0.045
H -7.4228 -4.1183 -9.7390 0.29 -0.15 0.22 0.095
H -7.3524 -3.1343 -8.2646 0.23 0.03 -0.13 0.098
H -6.2061 -2.8326 -9.6220 -0.09 -0.05 0.25 0.099
H -3.6173 -4.2276 -5.3533 0.09 0.08 -0.23 0.103
H -2.4710 -3.9259 -6.7108 -0.27 -0.05 0.15 0.078
H -2.5874 -5.5337 -5.9701 -0.27 0.05 -0.25 0.101
```
Positions in Å, forces in eV/Å.

Computed properties:
Charge: +1
HOMO-LUMO gap, eV: 7.681



C3H9ClN3 | ωB97M-V with the def2-TZVPD basis set

XYZ file:
```
16
Properties=species:S:1:pos:R:3:forces:R:3:lowdin_charge:R:1
H 1.2281 1.9957 -0.5091 2.15 0.10 -0.31 0.021
N 0.3068 2.0001 -0.1998 -1.84 0.57 0.54 0.228
C -0.3010 0.9391 0.0217 -2.48 -0.33 -0.29 -0.346
C -1.7805 0.8977 0.4491 1.81 0.80 2.79 0.007
N 0.2498 -0.3729 -0.2380 1.44 1.43 -0.87 -0.127
C -0.1875 -1.6014 0.3581 1.66 -2.48 -2.00 0.017
N 1.4005 -0.3196 -0.8863 -0.10 -0.04 3.52 -0.037
Cl 3.0894 -0.0188 0.3480 -0.95 -0.04 -0.71 0.405
H -2.4982 0.3140 -0.0387 -0.32 -1.97 -0.67 0.070
H -1.8184 0.8535 1.5816 0.00 -0.83 -1.16 0.126
H -2.2689 1.8214 0.3574 0.23 1.97 -0.61 0.070
H -1.0148 -1.9356 -0.2774 0.15 -0.46 0.40 0.120
H 0.7010 -2.3510 0.3426 -1.59 1.14 -0.23 0.147
H -0.4710 -1.5637 1.3599 -0.55 0.75 1.62 0.087
H 1.8157 -1.1309 -1.2268 0.39 -2.16 -0.83 0.106
H 1.5491 0.4723 -1.4423 0.01 1.55 -1.19 0.106
```
Positions in Å, forces in eV/Å.

Computed properties:
SMILES string: [H]/N=C(/C)N(C)[NH2+]Cl
Charge: +1
Relative energy (zero: lowest compared OMol25 entry of this formula, charge and spin), kcal per mole: 103.3
HOMO-LUMO gap (spin up / spin down), eV: 8.050 / 8.052